ORCA calculation (ωB97M-V/def2-TZVPD) on a molecular structure, C52H46BFN4O5P3ReS2 at a distorted geometry.

Energy relative to the best compared isomer or geometry (same formula, charge and spin) in kcal per mole: 0.0
Gap between HOMO and LUMO (spin up / spin down) in eV: 6.97 / 5.06
Calculated total energy in Ha: -4627.600849
<S²>: 3.788
Charge: +1
F_max in eV/A: 3.3
Multiplicity: 4
M in u: 1180.036

Positions of all 115 atoms, in Å:
Re 0.784 -0.382 0.044
O 3.228 2.146 0.375
S 2.189 1.387 1.037
C 0.987 2.561 1.782
C 1.449 3.472 2.732
C 0.597 4.465 3.189
C -0.726 4.551 2.760
C -1.216 3.499 1.948
C -0.360 2.534 1.423
P -1.049 1.428 0.162
C -2.617 0.762 0.703
C -3.350 0.104 -0.259
C -4.611 -0.348 -0.004
C -5.139 -0.220 1.263
C -4.419 0.393 2.263
C -3.093 0.889 2.010
C -1.519 2.640 -1.157
C -0.494 3.484 -1.613
C -0.830 4.567 -2.421
C -2.187 4.745 -2.792
C -3.138 3.809 -2.427
C -2.831 2.800 -1.510
C 3.007 0.653 2.455
C 4.174 1.166 2.891
C 4.684 0.759 4.101
C 3.937 -0.080 4.913
C 2.736 -0.656 4.462
C 2.281 -0.301 3.198
P 0.854 -1.144 2.433
C -0.533 -0.786 3.604
C -1.608 -1.655 3.644
C -2.667 -1.503 4.509
C -2.604 -0.470 5.432
C -1.557 0.472 5.320
C -0.516 0.352 4.424
C 1.238 -2.947 2.522
C 0.271 -3.843 2.101
C 0.584 -5.186 1.967
C 1.894 -5.596 2.195
C 2.858 -4.684 2.659
C 2.527 -3.355 2.844
H 2.472 3.415 3.092
H 1.012 5.215 3.840
H -1.362 5.325 3.032
H -2.256 3.568 1.707
H -2.919 -0.098 -1.273
H -5.129 -0.878 -0.825
H -6.105 -0.642 1.494
H -4.877 0.512 3.225
H -2.566 1.423 2.750
H 0.508 3.201 -1.331
H -0.062 5.249 -2.684
H -2.392 5.623 -3.409
H -4.155 3.964 -2.787
H -3.631 2.161 -1.185
H 4.689 1.882 2.321
H 5.679 1.109 4.423
H 4.315 -0.304 5.865
H 2.226 -1.368 5.069
H -1.799 -2.415 2.881
H -3.442 -2.219 4.446
H -3.401 -0.371 6.092
H -1.491 1.195 6.103
H 0.275 1.067 4.473
H -0.729 -3.588 1.793
H -0.221 -5.879 1.673
H 2.148 -6.604 2.108
H 3.856 -5.057 2.784
H 3.189 -2.628 3.230
S -2.264 -3.662 -1.308
C -1.249 -2.581 -0.823
N -0.489 -1.748 -0.428
B 2.399 1.955 -3.672
C 1.820 0.982 -2.571
N 1.397 0.244 -1.795
H 2.584 3.070 -3.264
H 1.716 1.987 -4.630
H 3.463 1.385 -4.000
C -1.329 0.963 -4.492
P -2.188 -0.401 -3.638
C -1.797 -1.771 -4.834
C -3.965 -0.120 -3.911
C -4.454 1.039 -4.489
C -5.810 1.208 -4.647
C -6.701 0.226 -4.167
C -6.237 -0.873 -3.549
C -4.864 -1.075 -3.429
H -1.337 1.891 -4.013
H -1.712 1.086 -5.512
H -0.252 0.631 -4.528
H -2.127 -1.494 -5.884
H -2.251 -2.700 -4.460
H -0.715 -1.951 -4.842
H -3.828 1.845 -4.884
H -6.237 1.994 -5.230
H -7.740 0.338 -4.426
H -6.967 -1.565 -3.114
H -4.473 -2.044 -3.096
F 6.392 -2.022 -4.459
C 6.262 -1.846 -3.163
C 5.385 -2.511 -2.427
N 5.283 -2.316 -1.069
C 4.145 -2.972 -0.488
C 2.797 -2.368 -0.788
O 2.162 -2.672 -1.781
O 2.414 -1.541 0.179
C 5.855 -1.239 -0.396
O 5.615 -0.993 0.772
N 6.817 -0.598 -1.204
C 7.076 -0.789 -2.554
O 7.896 -0.138 -3.149
H 4.684 -3.312 -2.830
H 4.385 -3.082 0.555
H 4.131 -4.007 -0.869
H 7.262 0.211 -0.779

These are the Löwdin partial charges, in e, on atoms 1 to 99:
1 Re 1.214
2 O -0.377
3 S 0.825
4 C -0.316
5 C -0.044
6 C -0.036
7 C -0.001
8 C -0.055
9 C -0.359
10 P 1.028
11 C -0.379
12 C -0.168
13 C -0.058
14 C -0.064
15 C -0.047
16 C -0.054
17 C -0.328
18 C -0.078
19 C -0.031
20 C -0.050
21 C -0.068
22 C -0.083
23 C -0.354
24 C -0.071
25 C -0.019
26 C -0.019
27 C -0.060
28 C -0.346
29 P 1.056
30 C -0.315
31 C -0.100
32 C -0.066
33 C -0.036
34 C -0.059
35 C -0.088
36 C -0.315
37 C -0.108
38 C -0.046
39 C -0.042
40 C -0.045
41 C -0.079
42 H 0.123
43 H 0.116
44 H 0.097
45 H 0.114
46 H 0.036
47 H 0.109
48 H 0.113
49 H 0.102
50 H 0.072
51 H 0.093
52 H 0.104
53 H 0.116
54 H 0.115
55 H 0.098
56 H 0.115
57 H 0.136
58 H 0.101
59 H 0.121
60 H 0.102
61 H 0.108
62 H 0.092
63 H 0.105
64 H 0.100
65 H 0.073
66 H 0.125
67 H 0.092
68 H 0.110
69 H 0.086
70 S 0.753
71 C -0.904
72 N -0.145
73 B -0.378
74 C -0.155
75 N -0.018
76 H 0.017
77 H -0.001
78 H 0.039
79 C -0.281
80 P 0.899
81 C -0.271
82 C -0.399
83 C -0.109
84 C -0.067
85 C -0.093
86 C -0.108
87 C -0.123
88 H -0.007
89 H 0.054
90 H 0.041
91 H 0.070
92 H 0.015
93 H 0.037
94 H 0.102
95 H 0.099
96 H 0.106
97 H 0.116
98 H 0.092
99 F 0.128